DFT (the ωB97M-V functional and the def2-TZVPD basis) results for 11 unconnected molecules or ions with the total composition C41H62N4O11.

```
118
Properties=species:S:1:pos:R:3:forces:R:3:lowdin_spin:R:1
O -10.970 -4.368 23.094 1.638 0.105 -0.513 0.001
C -10.143 -4.257 22.207 0.021 -1.318 1.936 0.001
O -10.516 -3.786 21.054 -0.905 1.527 -3.015 0.000
C -9.478 -3.630 20.041 1.827 -0.887 2.650 0.000
C -8.209 -3.869 20.932 1.004 1.136 -1.605 0.001
C -8.630 -4.656 22.102 -1.239 -0.417 0.510 0.001
H -9.345 -2.608 19.685 -1.084 -0.278 -0.433 0.000
H -9.508 -4.440 19.312 -0.624 0.469 -0.212 0.000
H -7.800 -2.912 21.256 -0.075 0.345 0.009 0.001
H -7.418 -4.301 20.320 0.027 -0.253 0.129 0.000
H -8.055 -4.488 23.013 -0.268 -0.085 -0.029 0.000
H -8.567 -5.707 21.818 -0.332 -0.211 0.422 0.000
O -5.407 -8.983 32.163 -0.015 -0.056 -0.153 0.000
C -5.592 -9.125 30.990 -0.556 0.120 1.392 0.000
O -6.410 -8.275 30.312 -0.773 1.096 0.372 0.000
C -6.320 -8.466 28.914 0.358 -0.228 -0.610 0.000
C -5.156 -9.386 28.799 1.208 -1.084 -2.114 0.000
C -5.080 -10.164 30.061 -0.067 -0.324 0.546 0.000
H -6.065 -7.581 28.332 -0.361 0.512 0.640 0.000
H -7.216 -8.883 28.455 -0.385 -0.063 0.528 0.000
H -4.245 -8.801 28.671 0.069 -0.089 -0.194 0.000
H -5.318 -10.016 27.924 0.497 0.000 -0.078 0.000
H -4.115 -10.528 30.414 -0.020 0.113 -0.317 0.000
H -5.773 -11.005 30.040 -0.128 -0.078 0.206 0.000
O -1.732 -3.387 23.465 -2.641 -1.354 -1.061 0.000
C -2.764 -3.879 23.004 2.430 1.617 1.558 0.000
O -3.106 -3.671 21.713 -0.083 -0.154 -0.724 0.000
C -4.322 -4.352 21.355 -0.479 0.803 0.280 0.000
C -4.963 -4.651 22.687 -0.420 -2.024 0.800 0.005
C -3.839 -4.706 23.711 0.535 1.053 -0.906 0.000
H -4.164 -5.183 20.668 0.408 -0.141 0.369 0.000
H -5.009 -3.671 20.854 0.469 0.313 -0.431 0.000
H -5.422 -5.639 22.721 -0.504 0.114 -0.314 0.000
H -5.725 -3.918 22.956 0.082 0.048 -0.071 0.003
H -3.387 -5.690 23.838 -0.388 -0.110 0.363 0.000
H -4.155 -4.244 24.647 0.524 -0.318 0.157 0.000
O -9.717 -4.469 29.654 -0.425 -0.265 0.182 0.000
C -9.684 -5.492 30.270 1.401 -0.911 -0.450 0.000
O -10.236 -6.677 29.748 -0.270 1.278 -0.885 0.000
C -10.081 -7.796 30.583 0.944 1.560 3.300 0.000
C -9.649 -7.113 31.933 1.134 -0.766 -0.262 0.000
C -8.864 -5.841 31.525 -1.747 -0.740 0.115 0.000
H -9.259 -8.454 30.301 -0.415 0.075 -0.594 0.000
H -10.996 -8.302 30.891 -0.233 -0.128 -1.152 0.000
H -9.079 -7.890 32.441 0.123 0.430 0.543 0.000
H -10.500 -6.798 32.538 -0.091 -0.228 -0.084 0.000
H -7.813 -5.977 31.269 -0.098 -0.214 -0.173 0.000
H -8.947 -5.081 32.302 0.046 0.137 -0.305 0.000
N -2.625 -9.023 25.755 -0.735 1.639 0.266 0.000
C -4.002 -8.929 25.667 -0.610 0.918 0.204 0.000
C -4.413 -7.671 26.141 1.076 -1.244 -0.073 0.000
C -3.219 -7.003 26.562 -0.759 0.496 -0.277 0.000
C -2.187 -7.806 26.253 1.651 -1.341 -0.169 0.000
H -1.971 -9.756 25.519 -0.614 -0.039 -0.151 0.000
H -4.654 -9.709 25.301 0.360 -0.145 -0.002 0.000
H -5.420 -7.303 26.269 -0.055 -0.196 -0.258 0.000
H -3.083 -6.031 27.012 -0.253 0.017 -0.112 0.000
H -1.122 -7.631 26.300 -0.077 0.038 0.261 0.000
N -7.350 -0.493 22.753 -0.026 -1.080 0.642 0.050
C -8.483 -0.872 23.377 0.264 1.258 -0.321 0.316
C -8.162 -1.744 24.429 0.604 -1.526 0.479 0.175
C -6.803 -1.988 24.365 -0.503 -0.205 0.906 0.058
C -6.274 -1.222 23.339 -0.929 1.109 -1.487 0.358
H -7.387 0.086 21.927 0.596 0.044 0.030 -0.002
H -9.446 -0.442 23.143 -0.014 -0.088 -0.216 0.011
H -8.857 -2.271 25.067 -0.129 0.239 0.076 0.004
H -6.245 -2.647 25.013 0.023 0.080 -0.074 -0.002
H -5.280 -1.191 22.920 0.032 0.168 0.069 0.013
N -12.240 -7.106 22.913 -0.543 0.720 -0.474 0.000
C -12.231 -8.249 23.626 1.454 -1.013 0.588 0.002
C -12.027 -9.328 22.753 -0.790 1.254 0.330 0.001
C -12.147 -8.762 21.460 0.446 0.311 -0.693 0.001
C -12.233 -7.387 21.588 0.191 -0.474 -0.294 0.002
H -12.272 -6.148 23.230 -0.096 -0.313 0.467 0.000
H -12.160 -8.170 24.701 -0.207 -0.245 -0.017 0.000
H -11.807 -10.361 22.979 -0.348 0.097 0.172 0.000
H -12.158 -9.274 20.510 0.153 -0.095 0.112 0.000
H -12.244 -6.577 20.873 -0.194 -0.218 -0.094 0.000
N -9.066 -7.406 26.681 0.228 0.967 -0.205 0.000
C -9.012 -7.677 25.356 -0.137 -0.156 -1.126 0.000
C -8.230 -6.742 24.685 -0.488 -0.306 0.996 0.000
C -7.807 -5.832 25.699 -0.648 -0.149 0.920 0.000
C -8.366 -6.253 26.900 0.496 0.391 -0.263 0.000
H -9.658 -7.895 27.338 0.259 -0.048 0.098 0.000
H -9.636 -8.458 24.948 0.156 -0.063 0.006 0.000
H -8.077 -6.700 23.617 0.091 -0.173 0.281 0.000
H -7.257 -4.903 25.694 0.241 -0.095 -0.488 0.000
H -8.309 -5.732 27.844 -0.114 -0.345 0.071 0.000
C -7.639 -10.206 23.577 0.092 -0.386 0.292 0.000
C -8.118 -11.220 24.589 -2.504 -1.957 -1.138 0.000
O -8.949 -12.132 24.335 2.461 2.662 0.521 0.000
C -7.572 -11.021 25.950 0.224 -1.137 0.206 0.000
H -8.334 -9.367 23.585 -0.218 -0.268 -0.525 0.000
H -7.503 -10.694 22.612 -0.199 0.374 -0.072 0.000
H -6.716 -9.757 23.945 0.216 -0.129 -0.219 0.000
H -6.487 -11.103 25.876 0.165 0.403 0.106 0.000
H -7.886 -11.892 26.526 -0.182 0.441 0.413 0.000
H -7.888 -10.052 26.336 0.127 -0.089 0.239 0.000
C -10.147 -11.147 30.190 -0.637 0.588 0.176 0.000
C -10.070 -10.906 28.699 0.493 -1.334 0.733 0.000
O -9.650 -9.852 28.284 -0.265 0.414 -0.660 0.000
C -10.321 -12.144 27.835 -0.293 1.806 0.325 0.000
H -9.316 -10.687 30.725 0.381 -0.481 -0.183 0.000
H -10.364 -12.179 30.463 0.287 0.137 0.034 0.000
H -10.964 -10.521 30.549 -0.451 -0.181 -0.006 0.000
H -9.385 -12.672 28.016 -0.135 -0.529 -0.417 0.000
H -10.461 -11.794 26.812 0.259 -0.516 -0.101 0.000
H -11.185 -12.708 28.187 0.208 -0.096 0.012 0.000
C -12.808 -7.397 28.254 -0.648 0.106 -0.271 0.000
C -12.957 -6.255 27.249 -1.938 0.381 -1.557 0.000
O -13.890 -6.196 26.416 2.392 -0.466 2.145 0.000
C -11.914 -5.156 27.338 -0.307 -1.036 -0.580 0.000
H -13.007 -6.981 29.242 0.068 0.098 0.125 0.000
H -11.809 -7.829 28.304 -0.020 0.147 -0.221 0.000
H -13.553 -8.173 28.082 0.058 0.062 -0.198 0.000
H -10.975 -5.677 27.151 0.300 0.216 0.168 0.000
H -11.866 -4.737 28.343 0.006 0.194 -0.236 0.000
H -12.071 -4.462 26.513 -0.111 0.257 0.386 0.000
```
Positions in Å, forces in eV/Å.

Properties
E_LUMO (spin up / spin down) = -3.80 / -7.82 eV
E = -2645.77618 Ha
HOMO-LUMO gap (spin up / spin down) = 5.6674 / 1.6218 eV
Charge = +1
Spin multiplicity = 2

=====

DFT (the ωB97M-V functional and the def2-TZVPD basis) results for a gas-phase ion, C4H10NS (charge -1).

```
16
Properties=species:S:1:pos:R:3:forces:R:3:nbo_charge:R:1
C 1.398 1.547 0.436 -0.534 1.013 -0.440 -0.396
N 0.589 0.802 -0.488 -0.268 0.032 -0.569 -0.632
C -0.061 -0.437 -0.048 0.308 0.020 0.004 -0.074
C -0.342 -1.376 -1.210 0.444 -0.727 -0.473 -0.516
S -0.636 -3.105 -0.640 -0.279 0.239 -0.080 -0.739
C -1.290 -0.249 0.843 0.566 0.145 0.172 -0.642
H 0.880 2.040 1.277 -0.101 -0.037 -0.027 0.143
H 2.177 0.965 0.848 0.727 -1.070 0.519 0.186
H 1.932 2.314 -0.136 -0.164 0.219 0.113 0.179
H -0.066 1.411 -0.960 -0.043 0.001 0.001 0.337
H 0.719 -0.925 0.524 0.091 -0.373 0.269 0.186
H -1.128 -1.012 -1.884 -0.309 0.102 0.326 0.166
H 0.540 -1.434 -1.855 0.108 0.311 0.189 0.192
H -1.763 0.701 0.659 -0.614 0.379 -0.650 0.174
H -0.993 -0.136 1.871 0.209 -0.264 0.710 0.187
H -1.953 -1.104 0.761 -0.143 0.010 -0.064 0.250
```
Positions in Å, forces in eV/Å.

Properties
E_LUMO = 3.72 eV
E = -611.35549 Ha
HOMO-LUMO gap = 5.9069 eV
Charge = -1
Energy relative to the best compared isomer or geometry (same formula, charge and spin) = 27.1 kJ/mol